[1]
Entry from OMol25: a molecular structure, C31H47BrO2OsP2 at a distorted geometry (ωB97M-V/def2-TZVPD).

For the max |F|, the calculation gives 4.41 eV/Å. For the HOMO energy (spin up / spin down), the calculation gives -12.4 / -13.1 eV. For the energy, the calculation gives -4706.4202 Eh. For the frontier orbital gap (spin up / spin down), the calculation gives 7.1 / 4.3 eV. The expectation value of S² is 6.045. As for the charge: +2. For the lowest unoccupied orbital energy (spin up / spin down), the calculation gives -5.28 / -8.84 eV. The spin multiplicity is 5.

Geometry as XYZ:
```
84
C31H47BrO2OsP2 | OMol25 | ωB97M-V/def2-TZVPD
Os -0.4812 -1.5947 -1.4567
C -0.3075 -3.0281 0.1755
C 1.1367 -3.0214 -0.1314
C 0.8564 -1.6021 1.6740
C -0.4034 -2.1577 1.3855
C 1.8269 -2.1992 0.8106
C -1.2432 -4.2147 0.0108
H -0.9775 -4.8214 -0.8535
H -2.2479 -3.7978 -0.1461
H -1.2808 -4.8707 0.8979
C -1.5860 -1.8616 2.1788
H -2.4955 -2.1672 1.6511
H -1.6666 -0.7941 2.3923
H -1.5441 -2.3888 3.1321
C 1.0336 -0.6426 2.8119
H 0.5582 -1.0201 3.7329
H 0.5197 0.3121 2.5783
H 2.1008 -0.4534 3.0246
C 3.2695 -1.8810 0.7599
H 3.8571 -2.4894 1.4658
H 3.4408 -0.8070 0.9735
H 3.6808 -2.0751 -0.2350
C 1.8342 -4.0332 -0.9438
H 2.1507 -4.8908 -0.3678
H 2.7694 -3.6221 -1.3343
H 1.1603 -4.3844 -1.7125
C -1.6409 -0.8544 -3.7306
C -1.5647 -2.1861 -3.3215
C -0.6044 -3.1157 -4.0809
C 0.8091 -2.7978 -3.6804
C 1.1592 -1.9284 -2.5384
C 0.9644 -0.4757 -2.4988
C 0.7793 0.2058 -3.9067
C -0.5788 -0.1785 -4.5530
H -0.6513 -2.9441 -5.1657
H 1.5037 -2.3852 -4.4466
H -0.8228 -4.1486 -3.8195
H -0.4487 -0.7125 -5.5169
H -2.5852 -0.2825 -3.6667
H -2.4717 -2.6792 -2.9104
H -0.9802 0.8194 -4.7914
H 0.7630 1.3133 -3.7821
H 1.7484 0.1528 -2.0113
H 1.6240 0.0130 -4.5983
H 1.1942 -3.7178 -3.2307
H 2.0518 -2.2922 -2.1014
P -1.7795 1.4573 0.1367
P 2.1668 1.4093 0.0904
C -0.4907 2.3337 -0.8896
C 1.0763 2.6145 -0.7787
H -0.9802 3.3212 -0.9566
H -0.7136 1.7918 -1.8476
H 1.3810 2.7092 -1.8398
H 1.1844 3.5577 -0.2343
C 2.7295 2.1167 1.6430
H 3.4325 1.3509 2.0474
H 1.8875 2.1912 2.3932
H 3.2317 3.1032 1.4537
C 3.6545 1.4407 -0.9427
H 3.7679 2.3364 -1.5717
H 3.6863 0.5786 -1.6039
H 4.4282 1.4016 -0.1477
C -3.4869 2.0939 0.1510
H -4.2321 1.4234 0.6798
H -3.8378 2.0133 -0.9033
H -3.6140 3.1800 0.4373
C -1.8838 -0.0917 -0.7136
H -1.9923 -1.9086 -0.9192
H -2.3417 0.0382 -1.7688
H -2.7806 -0.4443 -0.0893
Br 1.2396 2.6111 4.7732
C -0.3408 3.5656 4.5974
C -0.8636 4.2688 5.6970
C -2.1770 4.7939 5.6316
C -2.9987 4.5004 4.5338
C -2.5245 3.7329 3.4640
C -1.2011 3.2796 3.5160
C -0.6861 2.8467 2.2427
O -1.1948 1.5435 1.6544
O 0.0783 3.5750 1.6285
H -0.2873 4.3583 6.6294
H -2.5940 5.4024 6.4638
H -4.0394 4.8342 4.6044
H -3.1135 3.3701 2.6148
```

***

[2]
Entry from OMol25: 3 unconnected molecules or ions with the total composition C20H44BrFO8Si at a distorted geometry (ωB97M-V/def2-TZVPD).

For the max |F|, the calculation gives 4.57 eV/Å. As for the structure (SMILES): C[C@H](Br)C[Si@@H](CCOC=O)[C@@H](C)F.COCCOCCOC.COCCOCCOC. For the HOMO energy, the calculation gives -9.0 eV. For the energy, the calculation gives -4353.5255 Eh. For the frontier orbital gap, the calculation gives 9.6 eV. For the lowest unoccupied orbital energy, the calculation gives 0.55 eV.

Geometry as XYZ:
```
75
C20H44BrFO8Si | OMol25 | ωB97M-V/def2-TZVPD
C 3.0401 -4.5583 0.4500
C 1.4387 -4.4756 0.3778
Br 0.5637 -6.2610 0.2906
C 1.0912 -3.5406 -0.9142
Si 0.5756 -1.8263 -0.2247
C 1.5992 -0.4798 -1.1264
C 2.6032 0.2113 -0.0422
O 3.9333 0.4148 -0.5924
C 4.7812 -0.6322 -0.1612
O 5.3292 -1.3883 -0.9959
C -1.3285 -1.6600 -0.4112
C -2.0975 -1.4466 0.9797
F -1.5795 -0.6122 -1.3894
H 3.4566 -3.4881 0.5658
H 3.3728 -5.1931 1.3332
H 3.4014 -4.9434 -0.5592
H 1.0731 -3.9769 1.3489
H 2.0240 -3.4444 -1.5721
H 0.2770 -4.0233 -1.5735
H 0.9114 -1.8011 1.1995
H 0.8858 0.2942 -1.5920
H 2.1756 -0.9977 -1.9628
H 2.6760 -0.5154 0.8487
H 2.1000 1.1882 0.2917
H 4.9622 -0.8711 0.9390
H -1.7183 -2.6350 -0.8698
H -3.2040 -1.7439 0.8473
H -2.0253 -0.3411 1.2825
H -1.6366 -2.1401 1.7690
C -6.2410 -0.1637 1.2087
O -6.1543 -0.2753 2.6169
C -6.9659 0.6849 3.2858
C -7.3544 0.1813 4.6697
O -8.4258 -0.7628 4.6454
C -8.0967 -2.0703 4.1721
C -7.2516 -2.8698 5.1562
O -5.8824 -2.4906 5.0564
C -5.1530 -2.8059 6.2277
H -5.8951 0.8192 0.8791
H -5.6058 -0.9316 0.7647
H -7.2702 -0.3344 0.8759
H -7.8728 0.8922 2.7071
H -6.3786 1.6059 3.3792
H -7.7336 1.0328 5.2431
H -6.4960 -0.2106 5.2186
H -7.6402 -2.0271 3.1819
H -9.0558 -2.5838 4.0584
H -7.3177 -3.9366 4.9163
H -7.6222 -2.7016 6.1744
H -5.5648 -2.2683 7.0879
H -4.1219 -2.4818 6.0822
H -5.1662 -3.8840 6.4121
C 5.5415 4.8860 -6.9085
O 5.6429 4.7754 -5.5014
C 4.8285 5.7278 -4.8251
C 4.4577 5.2213 -3.4373
O 3.3950 4.2672 -3.4510
C 3.7323 2.9619 -3.9267
C 4.5938 2.1712 -2.9499
O 5.9587 2.5637 -3.0633
C 6.7014 2.2566 -1.8986
H 5.8745 5.8720 -7.2424
H 6.1799 4.1240 -7.3582
H 4.5108 4.7054 -7.2316
H 3.9143 5.9263 -5.3954
H 5.4080 6.6544 -4.7376
H 4.0758 6.0696 -2.8609
H 5.3248 4.8377 -2.8962
H 4.1790 3.0087 -4.9213
H 2.7769 2.4391 -4.0313
H 4.5363 1.1040 -3.1877
H 4.2318 2.3365 -1.9300
H 6.2920 2.7912 -1.0350
H 7.7281 2.5904 -2.0538
H 6.7001 1.1785 -1.7134
```

***

[3]
Entry from OMol25: a molecular structure, C24H47AlN4O4PS at a distorted geometry (ωB97M-V/def2-TZVPD).

For the max |F|, the calculation gives 1.75 eV/Å. For the HOMO energy, the calculation gives -5.0 eV. For the energy, the calculation gives -2444.8047 Eh. For the frontier orbital gap, the calculation gives 7.1 eV. As for the charge: -1. For the lowest unoccupied orbital energy, the calculation gives 2.09 eV.

Geometry as XYZ:
```
82
C24H47AlN4O4PS | OMol25 | ωB97M-V/def2-TZVPD
C -0.2478 -4.8072 2.2962
C 0.8683 -4.0183 1.5991
C 0.4167 -2.7503 0.8274
O -0.9461 -2.7061 0.4886
Al -1.9596 -1.8513 1.7356
C -0.9796 -1.4661 3.4731
C -1.7064 -0.5887 4.4464
O -1.1440 0.2552 5.1003
C -3.6403 -2.9506 1.9966
C -4.7792 -2.1328 2.6816
C -5.3410 -2.7918 3.9682
P -2.5277 0.2745 0.8131
O -2.9853 1.3878 1.9587
O -3.7780 0.0959 -0.2739
S -0.9455 0.9266 -0.1204
H -1.2051 -4.7307 1.7907
H 0.0253 -5.8654 2.2844
H -0.3580 -4.5553 3.3471
H 1.5558 -3.6789 2.3781
H 1.4608 -4.6820 0.9752
H 0.7344 -1.8527 1.3525
H 0.9843 -2.7462 -0.1124
H -0.0389 -0.9571 3.2541
H -0.6956 -2.3843 3.9914
H -2.7992 -0.7162 4.5635
H -4.0102 -3.3000 1.0320
H -3.4094 -3.8348 2.5910
H -4.4453 -1.1129 2.8977
H -5.6044 -2.0534 1.9741
H -5.2794 -2.0845 4.7942
H -4.7475 -3.6576 4.2470
H -6.3659 -3.1159 3.8128
H -3.6545 1.0000 2.5330
H -4.6179 0.2657 0.1676
C 3.1185 -0.4206 5.6642
C 3.6839 0.7868 4.9231
C 2.8798 1.1415 3.6697
C 2.8783 0.0269 2.7158
N 2.8671 -0.8364 1.9629
H 3.1522 -1.3178 5.0446
H 3.6983 -0.6224 6.5666
H 2.0812 -0.2499 5.9578
H 4.7223 0.5910 4.6470
H 3.6879 1.6520 5.5892
H 3.3002 2.0150 3.1729
H 1.8442 1.3668 3.9318
C 1.7316 5.2458 -1.2521
C 2.5577 4.2462 -2.0501
C 2.8739 2.9673 -1.2686
C 3.6499 3.2672 -0.0583
N 4.2577 3.5251 0.8780
H 2.2766 5.5953 -0.3726
H 1.4988 6.1139 -1.8645
H 0.7908 4.8034 -0.9201
H 3.4869 4.7234 -2.3716
H 2.0117 3.9691 -2.9516
H 3.4489 2.2752 -1.8841
H 1.9443 2.4747 -0.9799
C -0.2741 -1.4366 -2.9604
C 1.1549 -1.3054 -3.4721
C 1.4931 -2.2787 -4.6085
C 1.3588 -3.6808 -4.1891
N 1.2553 -4.7758 -3.8704
H -0.4568 -2.4187 -2.5219
H -0.4616 -0.6951 -2.1844
H -0.9965 -1.2780 -3.7670
H 1.8477 -1.4586 -2.6423
H 1.3140 -0.2875 -3.8389
H 2.5188 -2.1276 -4.9482
H 0.8295 -2.1137 -5.4590
C 0.3845 3.3518 -7.1580
C -0.6919 2.8659 -6.1938
C -1.4409 4.0124 -5.5072
C -0.5211 4.8399 -4.7163
N 0.2150 5.4680 -4.1040
H 1.1578 3.9190 -6.6383
H 0.8701 2.5063 -7.6454
H -0.0422 3.9896 -7.9350
H -0.2379 2.2256 -5.4357
H -1.4152 2.2547 -6.7360
H -2.2068 3.6198 -4.8385
H -1.9309 4.6496 -6.2447
```

***

[4]
Entry from OMol25: a molecular structure, ClFeH12O6 at a distorted geometry (ωB97M-V/def2-TZVPD).

For the max |F|, the calculation gives 3.18 eV/Å. For the HOMO energy (spin up / spin down), the calculation gives -13.9 / -13.9 eV. For the energy, the calculation gives -2182.1812 Eh. For the frontier orbital gap (spin up / spin down), the calculation gives 5.9 / 5.7 eV. The expectation value of S² is 6.006. As for the charge: +1. For the lowest unoccupied orbital energy (spin up / spin down), the calculation gives -7.94 / -8.18 eV. The spin multiplicity is 5.

Geometry as XYZ:
```
20
ClFeH12O6 | OMol25 | ωB97M-V/def2-TZVPD
Fe -1.5400 2.6243 0.6961
Cl -0.2739 0.5023 0.4231
O 2.8834 1.4037 1.3120
H 1.9961 1.0305 1.2643
H 2.8483 2.1994 0.7710
O -1.5479 -1.3884 -2.3732
H -2.4072 -0.9970 -2.1951
H -0.9131 -0.6897 -2.1810
O -3.0893 1.6977 -0.3976
H -3.1148 0.7279 -0.3261
H -3.3831 1.8930 -1.3012
O -1.3908 -2.3488 2.0470
H -0.8934 -1.5370 1.9185
H -1.0546 -2.9500 1.3719
O 1.8351 0.8289 -2.0184
H 1.2972 0.5480 -1.2694
H 2.5533 1.3390 -1.6298
O 2.2184 -1.9380 1.1148
H 2.1584 -1.0386 0.7821
H 1.8181 -1.9071 1.9910
```

***

[5]
Entry from OMol25: 2 unconnected molecules or ions with the total composition CH5PS at a distorted geometry (ωB97M-V/def2-TZVPD).

For the max |F|, the calculation gives 2.42 eV/Å. As for the structure (SMILES): C=P.S. For the HOMO energy, the calculation gives -9.6 eV. For the energy, the calculation gives -780.5604 Eh. For the frontier orbital gap, the calculation gives 9.7 eV. For the lowest unoccupied orbital energy, the calculation gives 0.14 eV.

Geometry as XYZ:
```
8
CH5PS | OMol25 | ωB97M-V/def2-TZVPD
C 2.0503 -0.4643 0.3974
P 1.3780 0.2199 -0.9767
H 1.9992 -1.5313 0.5808
H 2.8529 0.1127 0.9615
H 0.5119 -0.8746 -1.0014
S -3.1646 0.5336 -0.4579
H -3.0385 0.2563 0.8096
H -2.5892 1.7476 -0.3132
```

***

[6]
Entry from OMol25: a molecular structure, C24H24Cl3NiO4Si (ωB97M-V/def2-TZVPD).

For the max |F|, the calculation gives 0.15 eV/Å. For the HOMO energy (spin up / spin down), the calculation gives -4.8 / -5.4 eV. For the energy, the calculation gives -4408.4572 Eh. For the frontier orbital gap (spin up / spin down), the calculation gives 7.4 / 8.0 eV. The expectation value of S² is 2.005. As for the charge: -1. For the lowest unoccupied orbital energy (spin up / spin down), the calculation gives 2.61 / 2.61 eV. The spin multiplicity is 3.

Geometry as XYZ:
```
57
C24H24Cl3NiO4Si | OMol25 | ωB97M-V/def2-TZVPD
Ni 0.7324 -1.2833 0.7121
Cl 1.2426 -1.9590 7.8669
C 0.9663 -1.4379 6.2223
C 0.9357 -2.3718 5.2034
C 0.7189 -1.9366 3.9121
Cl 0.6396 -3.1082 2.6229
C 0.5301 -0.5806 3.5507
O 0.3250 -0.1838 2.3470
C 0.5658 0.3123 4.6505
Cl 0.3260 2.0016 4.3231
C 0.7787 -0.0928 5.9517
H 1.0749 -3.4232 5.4092
H 0.7991 0.6378 6.7475
O -0.3486 0.2044 -0.2844
C -1.3616 -0.2776 -1.1897
C -1.1191 -1.8236 -1.3968
O -1.8480 -2.3935 -2.1982
O -0.2086 -2.3427 -0.6826
C -2.7297 -0.1434 -0.5313
C -3.8819 -0.0343 -1.3055
C -5.1265 0.0400 -0.7044
C -5.2402 0.0104 0.6794
C -4.0983 -0.1047 1.4550
C -2.8488 -0.1913 0.8545
C -1.2521 0.5429 -2.4762
C -1.4106 0.0067 -3.7489
C -1.2824 0.8146 -4.8721
C -1.0042 2.1646 -4.7447
C -0.8543 2.7085 -3.4765
C -0.9761 1.9031 -2.3576
H -0.7217 0.8156 0.3662
H -3.7976 -0.0201 -2.3821
H -6.0133 0.1221 -1.3202
H -6.2139 0.0740 1.1484
H -4.1709 -0.1360 2.5348
H -1.9716 -0.3026 1.4837
H -1.6262 -1.0457 -3.8471
H -1.3928 0.3740 -5.8553
H -0.8978 2.7880 -5.6236
H -0.6326 3.7613 -3.3555
H -0.8349 2.3462 -1.3808
C 5.1352 0.1874 -0.9653
Si 3.2500 0.0909 -0.7638
C 2.7148 1.7995 -0.1794
C 2.5510 -0.2142 -2.4819
C 2.7251 -1.2260 0.4036
H 5.4242 0.9801 -1.6601
H 5.5363 -0.7546 -1.3462
H 5.6187 0.3879 -0.0067
H 3.0721 2.5757 -0.8606
H 3.1132 2.0116 0.8154
H 1.6267 1.8734 -0.1210
H 2.9202 0.5184 -3.2039
H 1.4627 -0.1608 -2.4806
H 2.8330 -1.2091 -2.8328
H 3.2151 -1.0954 1.3774
H 3.0310 -2.2003 -0.0016
```

***

> What is the formula in the fifth record?

CH5PS